1.
Entry from the Open Molecules 2025 dataset: a 7-piece molecular cluster, C44H47BF6N2O4 overall at a distorted geometry (wB97M-V/def2-TZVPD).

XYZ file:
```
104
Properties=species:S:1:pos:R:3:lowdin_charge:R:1
N 0.31 1.63 2.34 0.0354
C -0.25 0.56 1.50 -0.2150
C 0.81 -0.17 0.68 -0.3622
O 1.74 0.76 0.13 -0.0283
C 0.26 -1.06 -0.44 -0.1143
C -1.09 -1.78 -0.27 -0.2160
C -1.19 -2.77 -1.49 -0.0515
C -2.32 -2.21 -2.32 -0.4099
O -2.40 -2.11 -3.53 0.1178
N -3.29 -1.69 -1.36 0.0774
C -2.38 -0.92 -0.46 -0.3094
C -3.22 -0.48 0.73 -0.0271
B -3.98 0.86 0.41 -0.7000
O -4.18 1.33 -0.86 0.1526
O -4.49 1.60 1.44 0.1588
H -0.33 2.41 2.31 0.0384
H 0.32 1.30 3.30 0.0672
H -0.98 0.99 0.81 0.1142
H -0.76 -0.18 2.12 0.1073
H 1.42 -0.77 1.36 0.1462
H 1.35 1.13 -0.66 0.0799
H 0.23 -0.51 -1.39 0.1241
H 0.99 -1.85 -0.58 0.1003
H -1.08 -2.39 0.63 0.1458
H -0.26 -2.88 -2.03 0.1125
H -1.53 -3.74 -1.14 0.1269
H -3.54 -2.52 -0.83 0.1257
H -2.04 -0.10 -1.09 0.1435
H -3.98 -1.23 0.93 0.1133
H -2.64 -0.35 1.63 0.0877
H -4.32 0.62 -1.49 0.0972
H -4.96 2.36 1.09 0.1110
F 3.05 -3.03 -1.49 0.0443
C 3.71 -2.04 -2.13 -0.2795
C 5.05 -1.85 -1.86 -0.0033
C 5.73 -0.83 -2.51 -0.0669
C 5.06 -0.02 -3.42 -0.0973
C 3.71 -0.22 -3.66 -0.0947
C 3.03 -1.24 -3.02 -0.0296
H 5.56 -2.50 -1.15 0.1113
H 6.78 -0.68 -2.32 0.0971
H 5.59 0.77 -3.93 0.1012
H 3.18 0.42 -4.36 0.1083
H 1.97 -1.42 -3.20 0.1102
F -6.71 -1.42 1.15 0.0576
C -7.78 -0.71 0.71 -0.2757
C -7.55 0.41 -0.07 -0.0064
C -8.64 1.14 -0.52 -0.0740
C -9.93 0.74 -0.19 -0.0954
C -10.13 -0.39 0.59 -0.0820
C -9.05 -1.13 1.05 -0.0141
H -6.54 0.70 -0.31 0.0942
H -8.48 2.01 -1.13 0.1072
H -10.78 1.31 -0.54 0.1007
H -11.13 -0.69 0.86 0.1047
H -9.18 -2.01 1.66 0.1184
F 6.33 -0.61 -6.17 0.0521
C 6.01 -1.74 -6.83 -0.2797
C 6.97 -2.36 -7.60 -0.0182
C 6.64 -3.53 -8.27 -0.0861
C 5.36 -4.05 -8.18 -0.0988
C 4.41 -3.41 -7.40 -0.0803
C 4.73 -2.24 -6.71 -0.0111
H 7.96 -1.93 -7.66 0.1165
H 7.38 -4.03 -8.88 0.1034
H 5.10 -4.96 -8.70 0.0997
H 3.41 -3.81 -7.32 0.1049
H 4.01 -1.73 -6.09 0.1034
F 8.40 -2.53 -1.44 0.0481
C 8.58 -2.56 -0.10 -0.2934
C 8.38 -3.74 0.58 -0.0196
C 8.56 -3.76 1.95 -0.0831
C 8.93 -2.60 2.62 -0.0960
C 9.12 -1.42 1.92 -0.0815
C 8.95 -1.39 0.54 -0.0171
H 8.09 -4.63 0.03 0.1182
H 8.41 -4.68 2.50 0.1045
H 9.07 -2.62 3.70 0.1008
H 9.41 -0.52 2.44 0.1052
H 9.10 -0.49 -0.03 0.1175
F -0.37 4.29 3.71 0.0468
C 0.13 5.49 3.33 -0.2815
C 0.48 6.40 4.31 -0.0172
C 0.99 7.63 3.92 -0.0841
C 1.12 7.93 2.57 -0.0975
C 0.76 7.00 1.61 -0.0823
C 0.25 5.77 1.99 -0.0159
H 0.37 6.14 5.35 0.1173
H 1.28 8.35 4.67 0.1041
H 1.52 8.89 2.27 0.1002
H 0.86 7.24 0.56 0.1045
H -0.03 5.02 1.26 0.1147
F -7.66 0.85 8.13 0.0511
C -7.13 0.93 6.89 -0.2910
C -7.87 1.53 5.89 -0.0204
C -7.33 1.61 4.62 -0.0785
C -6.07 1.09 4.36 -0.0836
C -5.35 0.48 5.38 -0.0773
C -5.88 0.40 6.66 -0.0202
H -8.85 1.93 6.12 0.1157
H -7.89 2.08 3.83 0.1037
H -5.65 1.15 3.36 0.0763
H -4.37 0.07 5.18 0.1037
H -5.33 -0.07 7.47 0.1157
```

The frontier orbital gap comes out at 9.5 eV. Its SMILES is NC[C@H](O)C[C@@H]1CC(=O)N[C@H]1CB(O)O.Fc1ccccc1.Fc1ccccc1.Fc1ccccc1.Fc1ccccc1.Fc1ccccc1.Fc1ccccc1. The calculation puts the total energy at -2739.4410 Ha. The calculation puts the LUMO energy at 0.416 eV.

=====

2.
Entry from the Open Molecules 2025 dataset: one molecule with the formula C6H10N2O3 at a distorted geometry (wB97M-V/def2-TZVPD).

XYZ file:
```
21
Properties=species:S:1:pos:R:3:nbo_charge:R:1
C -2.48 -0.28 0.17 0.7694
C -0.89 -0.55 0.41 -0.1916
C -0.43 -1.02 -0.96 -0.4313
C 1.33 -1.03 -0.74 -0.4056
C 1.87 -0.54 0.67 -0.4919
C 1.30 0.93 0.63 -0.3077
H -2.29 1.10 1.02 0.4665
H -0.66 -1.15 1.40 0.2702
H -0.84 -2.16 -0.78 0.2316
H -0.78 -0.34 -1.92 0.2793
H 1.67 -2.04 -0.86 0.2145
H 1.87 -0.18 -1.45 0.2187
H 2.91 0.01 0.21 0.2574
H 2.07 -1.22 1.60 0.2638
H 1.59 1.62 1.61 0.2403
H 1.58 1.82 -0.21 0.2786
N -0.30 0.86 0.33 -0.2964
N -0.97 1.68 -0.56 0.2102
O -3.08 0.71 0.86 -0.6365
O -3.19 -0.88 -0.53 -0.5433
O -0.28 2.67 -0.91 -0.3962
```

The frontier orbital gap comes out at 9.9 eV. Its SMILES is O=NN1CCCC[C@@H]1C(=O)O. As for the energy above the lowest of the compared OMol25 structures with the same formula, charge and spin: 213.95 kcal per mole. The calculation puts the total energy at -569.5678 Ha. The calculation puts the LUMO energy at 0.241 eV.

=====

3.
Entry from the Open Molecules 2025 dataset: one molecule with the formula C22H25F2N3O5S (wB97M-V/def2-TZVPD).

XYZ file:
```
58
Properties=species:S:1:pos:R:3:nbo_charge:R:1
O -3.09 -2.06 -0.76 -0.6447
C -2.23 -1.61 -1.49 0.6734
N -1.03 -2.18 -1.69 -0.6064
H -0.32 -1.63 -2.16 0.4278
C -0.58 -3.33 -0.92 -0.2496
C 0.49 -2.92 0.05 -0.0435
C 0.17 -2.57 1.36 -0.1672
C 1.14 -2.06 2.21 -0.2736
C 2.43 -1.91 1.74 0.3865
C 2.78 -2.29 0.46 -0.3035
C 1.81 -2.79 -0.38 -0.1457
H 2.06 -3.07 -1.39 0.2026
H 3.81 -2.18 0.13 0.2285
F 3.37 -1.39 2.55 -0.3337
H 0.90 -1.75 3.22 0.2346
H -0.85 -2.66 1.70 0.2208
H -0.20 -4.08 -1.61 0.1998
H -1.46 -3.72 -0.40 0.2394
C -2.47 -0.38 -2.38 -0.3079
N -1.87 0.84 -1.86 -0.4227
C -0.57 1.05 -2.13 0.7182
O 0.07 0.32 -2.87 -0.6776
C 0.07 2.34 -1.60 -0.3230
N 0.17 2.29 -0.16 -0.8575
S 0.84 0.94 0.53 2.3426
O 0.74 1.10 1.95 -0.9338
O 0.21 -0.18 -0.09 -0.9550
C 2.56 0.96 0.05 -0.3701
C 2.91 0.51 -1.21 -0.1912
C 4.24 0.52 -1.58 -0.2400
C 5.19 0.96 -0.67 0.4023
C 4.85 1.40 0.60 -0.2817
C 3.51 1.40 0.96 -0.1534
H 3.19 1.71 1.94 0.2480
H 5.61 1.72 1.28 0.2390
F 6.48 0.97 -1.03 -0.3172
H 4.56 0.18 -2.56 0.2297
H 2.14 0.15 -1.88 0.2648
H 0.40 3.15 0.30 0.4175
H -0.52 3.20 -1.90 0.2308
H 1.06 2.42 -2.08 0.2143
C -2.67 1.61 -0.94 -0.2174
H -3.70 1.60 -1.30 0.2068
H -2.32 2.64 -0.91 0.2225
C -2.61 1.10 0.51 0.0686
C -3.89 0.47 1.07 -0.4266
H -3.99 -0.57 0.77 0.2515
H -4.76 1.03 0.72 0.1920
C -3.71 0.65 2.58 -0.4374
H -4.63 0.99 3.06 0.2093
H -3.39 -0.27 3.05 0.2076
C -2.60 1.72 2.68 -0.0749
H -2.87 2.58 3.30 0.1848
H -1.67 1.28 3.07 0.1788
O -2.37 2.20 1.37 -0.5379
H -1.79 0.38 0.61 0.1898
H -3.55 -0.23 -2.46 0.2229
H -2.05 -0.57 -3.37 0.2380
```

The frontier orbital gap comes out at 9.2 eV. Its SMILES is O=C(CN(C[C@@H]1CCCO1)C(=O)CNS(=O)(=O)c1ccc(F)cc1)NCc1ccc(F)cc1. As for the energy above the lowest of the compared OMol25 structures with the same formula, charge and spin: 3.70 kcal per mole. The calculation puts the total energy at -1991.7467 Ha. The calculation puts the LUMO energy at 0.345 eV.

=====

4.
Entry from the Open Molecules 2025 dataset: C41H40N7O4S3Y as an isolated structure (wB97M-V/def2-TZVPD).

XYZ file:
```
96
Properties=species:S:1:pos:R:3:nbo_charge:R:1
Y -0.66 -0.21 0.10 1.7511
O -1.98 -0.18 -2.30 -0.7930
C -2.01 0.15 -3.68 -0.0452
C -1.64 1.58 -4.00 -0.4229
C -0.17 1.95 -3.69 -0.4402
C -0.02 2.95 -2.58 0.2377
C 0.67 4.14 -2.77 -0.2776
C 0.73 5.05 -1.72 -0.1853
C 0.09 4.75 -0.54 -0.2133
C -0.56 3.54 -0.43 0.0888
N -0.61 2.64 -1.42 -0.4421
H -2.59 0.39 -1.77 0.5194
H -3.01 -0.06 -4.08 0.1645
H -1.31 -0.54 -4.17 0.1695
H -2.31 2.25 -3.46 0.2236
H -1.84 1.73 -5.06 0.1989
H 0.30 2.36 -4.59 0.1968
H 0.39 1.05 -3.43 0.2448
H 1.14 4.34 -3.72 0.2016
H 1.28 5.98 -1.84 0.2021
H 0.12 5.42 0.32 0.2136
H -1.06 3.25 0.49 0.2219
S -3.11 1.34 0.12 -0.3460
C -4.01 -0.08 0.61 -0.1657
S -3.18 -1.58 0.57 -0.3083
C -5.34 0.02 0.99 -0.4922
C -6.12 -1.13 1.32 0.3372
N -6.79 -2.03 1.59 -0.4149
C -6.05 1.26 0.99 0.3364
N -6.66 2.24 1.00 -0.4192
C 3.87 6.98 2.61 -0.6183
C 3.17 5.65 2.53 -0.0605
C 2.35 5.20 3.56 -0.2501
C 1.72 3.96 3.48 -0.1759
C 1.87 3.14 2.37 -0.2637
C 2.68 3.59 1.34 -0.2255
C 3.32 4.82 1.41 -0.2225
S 0.81 1.50 2.39 1.2932
C 2.24 0.61 3.05 -0.8033
O 0.86 1.48 0.82 -1.0903
H 3.45 7.59 3.41 0.2037
H 3.78 7.53 1.68 0.2046
H 4.94 6.85 2.82 0.2045
H 2.21 5.82 4.44 0.1895
H 1.06 3.64 4.28 0.1943
H 2.79 2.98 0.45 0.2268
H 3.93 5.16 0.59 0.1900
H 3.15 1.00 2.59 0.2175
H 2.10 -0.44 2.84 0.2497
H 2.28 0.78 4.13 0.2301
O -3.44 -3.65 -5.96 -0.7221
C -3.89 -4.12 -4.70 0.0830
N -2.97 -3.85 -3.63 -0.6303
C -2.17 -4.82 -3.11 0.6634
O -2.12 -5.94 -3.57 -0.6447
C -1.30 -4.41 -1.95 -0.1489
C -0.47 -5.36 -1.36 -0.1352
C 0.31 -4.98 -0.28 -0.2523
C 0.26 -3.66 0.15 0.0929
N -0.53 -2.75 -0.42 -0.4929
C -1.30 -3.12 -1.44 0.0692
H -2.60 -4.08 -6.13 0.4675
H -4.05 -5.20 -4.71 0.1867
H -4.83 -3.61 -4.51 0.1790
H -2.97 -2.93 -3.23 0.4141
H -0.47 -6.37 -1.74 0.2322
H 0.96 -5.68 0.21 0.2228
H 0.87 -3.32 0.97 0.2283
H -1.93 -2.33 -1.82 0.2405
C 1.28 -0.49 -1.57 -0.9211
C 2.32 -1.38 -1.15 0.1443
C 3.19 -1.04 -0.08 -0.2889
C 4.13 -1.92 0.39 -0.1411
C 4.27 -3.20 -0.18 -0.3087
C 3.43 -3.55 -1.24 -0.1496
C 2.49 -2.67 -1.71 -0.3096
C 5.26 -4.12 0.30 0.3198
N 6.05 -4.87 0.69 -0.4212
H 0.82 -0.75 -2.52 0.1893
H 1.52 0.57 -1.47 0.2269
H 3.08 -0.07 0.38 0.2265
H 4.77 -1.64 1.22 0.2097
H 3.53 -4.53 -1.69 0.2060
H 1.84 -2.97 -2.53 0.1996
N -0.18 -0.20 2.21 -1.1861
C -0.57 -0.79 3.38 0.2838
C -0.97 -2.15 3.39 -0.2745
C -1.36 -2.80 4.54 -0.2071
C -1.34 -2.15 5.77 -0.3058
C -0.96 -0.82 5.80 -0.2042
C -0.59 -0.15 4.64 -0.3418
H -1.01 -2.67 2.44 0.2033
H -1.67 -3.84 4.47 0.1916
H -1.65 -2.67 6.68 0.1862
H -0.96 -0.28 6.74 0.1847
H -0.34 0.90 4.72 0.1990
```

The frontier orbital gap comes out at 5.7 eV. As for the net charge: -2. As for the energy above the lowest of the compared OMol25 structures with the same formula, charge and spin: 0.00 kcal per mole. The calculation puts the total energy at -3503.6756 Ha. The calculation puts the LUMO energy at 3.702 eV.

=====

5.
Entry from the Open Molecules 2025 dataset: C41H50NO5S2 as an isolated structure at a distorted geometry (wB97M-V/def2-TZVPD).

XYZ file:
```
99
Properties=species:S:1:pos:R:3:lowdin_charge:R:1
C -7.91 3.76 3.53 0.0202
C -7.36 2.68 3.36 -0.1778
S -6.67 0.97 3.23 0.5138
O -7.83 0.07 3.48 -0.3841
O -5.67 0.70 4.27 -0.3504
N -6.16 0.76 1.66 -0.3603
S -4.53 1.16 1.45 0.5673
O -4.05 2.24 2.38 -0.4157
O -3.73 -0.05 1.72 -0.3812
C -4.23 1.86 -0.26 -0.2368
C -3.86 0.76 -1.34 -0.2209
C -2.30 0.62 -1.62 -0.2050
C -1.41 0.39 -0.32 -0.2026
C 0.13 0.78 -0.58 -0.1867
C 0.78 1.47 0.73 -0.1901
C 1.04 3.03 0.56 -0.1598
C -0.29 3.84 0.22 -0.2042
O -0.10 4.42 -1.10 -0.2566
C -1.40 4.88 -1.61 -0.1017
H -8.24 4.70 4.04 0.0395
H -5.25 2.29 -0.57 0.1012
H -3.53 2.75 -0.23 0.0804
H -4.33 1.10 -2.32 0.1068
H -4.33 -0.26 -1.13 0.1129
H -1.85 1.50 -2.18 0.0969
H -2.18 -0.31 -2.26 0.1131
H -1.73 1.01 0.58 0.0843
H -1.45 -0.72 -0.08 0.1090
H 0.20 1.45 -1.51 0.0984
H 0.75 -0.15 -0.81 0.0918
H 1.76 0.95 0.98 0.0913
H 0.13 1.33 1.65 0.1195
H 1.42 3.42 1.56 0.1063
H 1.84 3.23 -0.23 0.1002
H -1.23 3.20 0.26 0.1111
H -0.40 4.70 0.96 0.1295
H -1.78 5.77 -0.99 0.1010
H -2.20 4.08 -1.51 0.0743
H -1.24 5.16 -2.69 0.0855
C 4.18 0.44 -1.96 -0.1007
C 5.42 0.21 -1.37 -0.1117
C 6.22 1.29 -0.99 -0.1001
C 5.77 2.59 -1.19 -0.0965
C 4.53 2.82 -1.77 -0.0948
C 3.74 1.74 -2.16 -0.0932
H 3.56 -0.40 -2.26 0.1012
H 5.76 -0.80 -1.21 0.0985
H 7.19 1.11 -0.53 0.0975
H 6.39 3.42 -0.88 0.0985
H 4.18 3.83 -1.92 0.0989
H 2.77 1.92 -2.62 0.1013
C -3.81 -3.78 -0.24 -0.0893
C -5.06 -3.41 0.22 -0.0755
C -6.18 -4.16 -0.11 -0.0890
C -6.04 -5.29 -0.91 -0.1098
C -4.79 -5.67 -1.37 -0.1163
C -3.67 -4.91 -1.04 -0.1087
H -2.94 -3.19 0.02 0.0968
H -5.17 -2.53 0.85 0.1031
H -7.16 -3.86 0.24 0.1035
H -6.92 -5.88 -1.17 0.0934
H -4.68 -6.55 -1.99 0.0918
H -2.69 -5.20 -1.41 0.0931
C 1.82 -3.57 2.11 -0.0939
C 2.25 -3.29 3.40 -0.1081
C 3.23 -2.32 3.62 -0.0945
C 3.77 -1.63 2.54 -0.0945
C 3.34 -1.90 1.25 -0.0971
C 2.37 -2.88 1.03 -0.0919
H 1.07 -4.32 1.94 0.1061
H 1.83 -3.83 4.24 0.0965
H 3.57 -2.11 4.63 0.0992
H 4.53 -0.87 2.71 0.0998
H 3.76 -1.36 0.41 0.0772
H 2.04 -3.09 0.02 0.0998
C 1.23 5.85 -5.01 -0.0930
C 1.65 6.12 -3.72 -0.0854
C 2.62 7.10 -3.49 -0.0930
C 3.16 7.80 -4.57 -0.1033
C 2.74 7.52 -5.86 -0.1062
C 1.77 6.55 -6.08 -0.1020
H 0.48 5.09 -5.19 0.1002
H 1.22 5.58 -2.88 0.0825
H 2.96 7.31 -2.48 0.1009
H 3.91 8.56 -4.39 0.0969
H 3.16 8.07 -6.70 0.0965
H 1.45 6.33 -7.09 0.0975
C 3.74 -6.62 3.06 -0.0942
C 3.17 -6.71 4.32 -0.0975
C 2.65 -7.92 4.77 -0.0961
C 2.71 -9.04 3.95 -0.1024
C 3.28 -8.96 2.69 -0.1026
C 3.80 -7.75 2.24 -0.0956
H 4.15 -5.68 2.71 0.0992
H 3.13 -5.83 4.96 0.0930
H 2.19 -7.98 5.75 0.0995
H 2.30 -9.99 4.30 0.0976
H 3.33 -9.84 2.05 0.0974
H 4.24 -7.68 1.25 0.0990
```

The frontier orbital gap comes out at 8.0 eV. As for the net charge: -1. The calculation puts the total energy at -2819.4724 Ha. The calculation puts the LUMO energy at 2.116 eV.

=====

6.
Entry from the Open Molecules 2025 dataset: a 2-piece molecular cluster, C2H6FP overall at a distorted geometry (wB97M-V/def2-TZVPD).

XYZ file:
```
10
Properties=species:S:1:pos:R:3:nbo_charge:R:1
C -1.02 0.13 1.23 -0.9709
C 0.98 0.33 -1.45 0.0528
F 1.66 -0.71 -1.96 -0.3479
P 0.69 -0.53 1.22 0.3402
H -1.25 1.17 0.82 0.2364
H -1.38 0.01 2.26 0.2276
H -1.64 -0.39 0.60 0.2228
H -0.01 0.41 -1.85 0.1523
H 1.60 1.12 -1.25 0.1500
H 0.37 -1.54 0.38 -0.0635
```

The frontier orbital gap (spin up / spin down) comes out at 8.3 / 8.2 eV. As for the energy above the lowest of the compared OMol25 structures with the same formula, charge and spin: 88.91 kcal per mole. The calculation puts the total energy at -520.8800 Ha. The calculation puts the LUMO energy (spin up / spin down) at -0.369 / 0.104 eV.

=====

7.
Entry from the Open Molecules 2025 dataset: C5H9NO as an isolated structure (wB97M-V/def2-TZVPD).

XYZ file:
```
16
Properties=species:S:1:pos:R:3:nbo_charge:R:1
C 2.11 -0.81 -0.51 -0.7055
C 1.86 0.56 -0.03 0.4899
N 2.20 1.61 0.45 -0.5786
O 0.13 0.98 -0.28 -0.6962
C -0.81 0.34 0.53 0.0693
C -1.56 -0.81 -0.07 -0.4520
C -2.25 0.50 0.19 -0.4341
H 1.44 -1.51 0.00 0.2507
H 1.91 -0.87 -1.58 0.2529
H 3.15 -1.08 -0.31 0.2520
H 0.92 1.83 0.26 0.4934
H -0.53 0.28 1.59 0.1787
H -1.32 -1.05 -1.10 0.2213
H -1.81 -1.66 0.55 0.2153
H -2.46 1.13 -0.68 0.2267
H -2.98 0.56 0.99 0.2162
```

The frontier orbital gap comes out at 10.2 eV. As for the energy above the lowest of the compared OMol25 structures with the same formula, charge and spin: 101.87 kcal per mole. The calculation puts the total energy at -325.7752 Ha. The calculation puts the LUMO energy at 0.917 eV.

=====

8.
Entry from the Open Molecules 2025 dataset: a 2-piece molecular cluster, C3H5NO2S overall at a distorted geometry (wB97M-V/def2-TZVPD).

XYZ file:
```
12
Properties=species:S:1:pos:R:3:nbo_charge:R:1
C 0.07 0.58 0.01 -0.2511
C -1.04 -0.07 -0.12 0.0628
C 0.09 1.95 0.72 -0.6293
N -0.98 -1.91 -0.90 -0.8674
O 0.63 -3.84 -1.02 -0.8462
O 1.49 -1.67 -0.21 -0.8851
S 0.38 -2.46 -0.61 2.2282
H 1.13 0.42 -0.26 0.2773
H -2.10 0.02 0.07 0.2326
H 0.72 2.56 0.03 0.2212
H -0.92 2.45 0.58 0.2186
H 0.53 1.95 1.72 0.2386
```

The frontier orbital gap comes out at 10.6 eV. As for the energy above the lowest of the compared OMol25 structures with the same formula, charge and spin: 115.69 kcal per mole. The calculation puts the total energy at -720.5621 Ha. The calculation puts the LUMO energy at -0.020 eV.